No. 1
A structure of composition C34H45BrClN3O2STeY at a distorted geometry. Source: the OMol25 dataset; level of theory: ωB97M-V/def2-TZVPD.

The geometry in ORCA input format:
```
! wB97M-V def2-TZVPD RIJCOSX def2/J DEFGRID3
* xyz 1 1
Y 2.116 0.634 -1.155
C 7.559 -0.632 4.235
C 7.602 -0.652 2.706
C 8.329 0.608 2.212
C 8.374 -1.902 2.262
C 6.218 -0.670 2.080
C 6.107 -0.749 0.695
C 4.856 -0.741 0.131
Br 4.635 -0.866 -1.807
C 3.658 -0.659 0.855
O 2.501 -0.689 0.211
C 3.773 -0.580 2.264
C 5.044 -0.596 2.822
C 2.498 -0.532 3.103
C 2.797 -0.494 4.604
C 1.666 -1.793 2.822
C 1.674 0.716 2.742
H 8.574 -0.652 4.623
H 7.036 -1.504 4.620
H 7.081 0.272 4.603
H 9.326 0.659 2.644
H 7.779 1.499 2.507
H 8.424 0.608 1.129
H 9.350 -1.932 2.742
H 8.527 -1.917 1.187
H 7.828 -2.800 2.542
H 6.968 -0.824 0.054
H 5.130 -0.551 3.893
H 3.359 -1.374 4.904
H 1.862 -0.497 5.158
H 3.350 0.400 4.878
H 2.243 -2.683 3.057
H 1.367 -1.840 1.777
H 0.770 -1.788 3.437
H 2.252 1.622 2.923
H 0.779 0.748 3.359
H 1.355 0.700 1.688
Te 3.700 2.725 -0.089
C 2.858 4.446 -1.016
C 1.760 5.158 -0.632
C 1.542 6.295 -1.438
C 2.485 6.437 -2.405
S 3.657 5.189 -2.358
H 1.137 4.880 0.203
H 0.721 6.977 -1.304
H 2.557 7.204 -3.150
C -4.643 -0.483 -3.400
C -4.571 -1.899 -2.825
C -3.335 -2.596 -3.418
C -5.820 -2.658 -3.310
C -4.492 -1.925 -1.252
O -4.068 -3.207 -0.828
C -5.840 -1.629 -0.511
C -6.187 -0.232 0.036
C -6.546 0.811 -0.982
C -7.679 0.667 -1.779
C -8.024 1.621 -2.716
C -7.233 2.751 -2.865
Cl -7.644 3.944 -4.043
C -6.122 2.936 -2.057
C -5.790 1.969 -1.123
C -3.457 -0.953 -0.645
N -2.069 -1.116 -0.988
C -1.274 -0.169 -1.485
N -0.009 -0.587 -1.477
C -0.108 -1.844 -0.949
N -1.332 -2.164 -0.642
H -4.821 -0.548 -4.471
H -3.712 0.060 -3.256
H -5.454 0.086 -2.963
H -3.510 -2.810 -4.469
H -3.123 -3.532 -2.908
H -2.452 -1.966 -3.357
H -5.725 -2.865 -4.373
H -6.721 -2.063 -3.180
H -5.949 -3.614 -2.803
H -4.701 -3.868 -1.134
H -5.814 -2.290 0.359
H -6.666 -1.963 -1.133
H -5.401 0.145 0.690
H -7.067 -0.380 0.667
H -8.310 -0.202 -1.661
H -8.906 1.500 -3.327
H -5.531 3.832 -2.153
H -4.933 2.132 -0.485
H -3.514 -1.108 0.435
H -3.738 0.067 -0.896
H -1.619 0.783 -1.840
H 0.729 -2.499 -0.798
*
```

As for the HOMO-LUMO gap: 6.80 eV. Its LUMO energy is -3.54 eV.

How is the electron density shared among the atoms? According to Löwdin, the charges in e are: atom 1 (Y): 1.1578, atom 2 (C): -0.0544, atom 3 (C): -0.5563, atom 4 (C): -0.0332, atom 5 (C): -0.0381, atom 6 (C): -0.1523, atom 7 (C): -0.0612, atom 8 (C): -0.5278, atom 9 (Br): 0.7893, atom 10 (C): -0.4439, atom 11 (O): -0.3978, atom 12 (C): -0.0837, atom 13 (C): 0.0533, atom 14 (C): -0.5249, atom 15 (C): -0.0511, atom 16 (C): -0.0273, atom 17 (C): -0.0481, atom 18 (H): 0.0899, atom 19 (H): 0.0900, atom 20 (H): 0.0885, atom 21 (H): 0.0901, atom 22 (H): 0.0924, atom 23 (H): 0.0795, atom 24 (H): 0.0896, atom 25 (H): 0.0764, atom 26 (H): 0.0929, atom 27 (H): 0.1127, atom 28 (H): 0.0937, atom 29 (H): 0.0907, atom 30 (H): 0.0901, atom 31 (H): 0.0922, atom 32 (H): 0.0972, atom 33 (H): 0.0594, atom 34 (H): 0.0904, atom 35 (H): 0.0795, atom 36 (H): 0.0893, atom 37 (H): 0.0393, atom 38 (Te): 0.8077, atom 39 (C): -1.0462, atom 40 (C): -0.2700, atom 41 (C): -0.2001, atom 42 (C): -0.4226, atom 43 (S): 0.9237, atom 44 (H): 0.0942, atom 45 (H): 0.1037, atom 46 (H): 0.0648, atom 47 (C): -0.0197, atom 48 (C): -0.4902, atom 49 (C): -0.0354, atom 50 (C): -0.0344, atom 51 (C): -0.4207, atom 52 (O): -0.0180, atom 53 (C): -0.0865, atom 54 (C): -0.1359, atom 55 (C): -0.2581, atom 56 (C): -0.0430, atom 57 (C): -0.0892, atom 58 (C): -0.6736, atom 59 (Cl): 0.6902, atom 60 (C): -0.0974, atom 61 (C): -0.0568, atom 62 (C): -0.0427, atom 63 (N): -0.0854, atom 64 (C): -0.1220, atom 65 (N): -0.0391, atom 66 (C): -0.1815, atom 67 (N): 0.1650, atom 68 (H): 0.1010, atom 69 (H): 0.0735, atom 70 (H): 0.0604, atom 71 (H): 0.0889, atom 72 (H): 0.0869, atom 73 (H): 0.0673, atom 74 (H): 0.0911, atom 75 (H): 0.0789, atom 76 (H): 0.0906, atom 77 (H): 0.1051, atom 78 (H): 0.1304, atom 79 (H): 0.1009, atom 80 (H): 0.1067, atom 81 (H): 0.1293, atom 82 (H): 0.1227, atom 83 (H): 0.1112, atom 84 (H): 0.1055, atom 85 (H): 0.1103, atom 86 (H): 0.1538, atom 87 (H): 0.1163, atom 88 (H): 0.1410, atom 89 (H): 0.1231

No. 2
A structure of composition Br3OV at a distorted geometry. Source: the OMol25 dataset; level of theory: ωB97M-V/def2-TZVPD.

The geometry in ORCA input format:
```
! wB97M-V def2-TZVPD RIJCOSX def2/J DEFGRID3
* xyz -1 2
O -1.763 -0.369 -0.709
V -0.285 0.239 -0.573
Br 1.829 1.877 -0.813
Br 0.952 -2.122 -0.175
Br -0.733 0.375 2.271
*
```

As for the HOMO-LUMO gap (alpha / beta): 7.06 / 7.89 eV. As for the expectation value of S²: 0.82. Its LUMO energy (alpha / beta) is 1.42 / 2.27 eV.

How is the electron density shared among the atoms? According to Löwdin, the charges in e are: atom 1 (O): -0.4848, atom 2 (V): 0.2471, atom 3 (Br): -0.2717, atom 4 (Br): -0.2050, atom 5 (Br): -0.2856

Calculated DFT total energy (hartree), listed in the same order as above: -5375.93293; -8741.46471
Calculated relative energy (zero: lowest compared OMol25 entry of this formula, charge and spin) (kcal per mole), listed in the same order as above: 13.98; 26.55